(1)
9
Properties=species:S:1:pos:R:3:lowdin_charge:R:1 method="wB97M-V/def2-TZVPD" relative_energy_kj_mol=87.64 gap_ev=8.05 total_energy_ha=-901.0811 max_force_ev_per_a=2.9
C 0.38 0.61 0.01 -0.818
C -0.35 -2.19 -0.89 -0.625
N -0.09 -0.48 0.72 -0.021
N -0.26 -1.52 0.07 -0.100
O 0.62 0.59 -1.17 -0.010
P 0.64 2.03 1.15 0.853
I -0.58 -3.97 -1.78 0.950
H -0.64 1.95 1.70 -0.116
H 0.28 2.98 0.19 -0.114

(2)
45
Properties=species:S:1:pos:R:3:lowdin_charge:R:1 method="wB97M-V/def2-TZVPD" gap_ev=7.75 total_energy_ha=-6711.8512 max_force_ev_per_a=0.8 charge=+1
C -0.66 -1.35 2.67 -0.080
C -0.69 -0.27 1.56 -0.186
B 0.67 0.47 1.40 -0.465
O 1.34 0.92 2.50 0.169
C 1.46 0.61 -0.04 -0.361
O 2.90 0.79 0.15 -0.071
N 3.19 2.05 0.78 -0.007
O 4.33 2.16 0.93 0.132
C 1.39 -0.69 -0.88 -0.052
C 1.16 -0.27 -2.33 -0.129
N 1.64 1.17 -2.32 -0.131
C 1.55 1.94 -3.62 -0.666
Br 1.13 3.81 -3.35 0.837
C 2.86 1.89 -4.40 -0.761
C 4.04 2.58 -3.70 -0.144
Br 3.33 0.06 -4.87 0.811
C 1.03 1.70 -1.02 -0.616
I -1.08 1.93 -1.17 1.128
H -0.06 -1.03 3.52 0.076
H -1.69 -1.51 3.00 0.041
H -0.26 -2.29 2.29 0.080
H -1.42 0.50 1.85 0.110
H -1.06 -0.70 0.63 0.073
H 1.59 1.85 2.59 0.117
H 2.36 -1.18 -0.80 0.143
H 0.64 -1.39 -0.54 0.129
H 0.11 -0.24 -2.64 0.099
H 1.74 -0.83 -3.05 0.060
H 2.65 1.11 -2.10 0.146
H 0.72 1.51 -4.18 0.106
H 2.64 2.37 -5.35 0.089
H 4.00 2.51 -2.61 0.076
H 4.98 2.14 -4.03 0.074
H 4.05 3.64 -3.95 0.077
H 1.43 2.68 -0.82 0.062
C -4.25 -3.39 4.19 -0.266
S -4.62 -2.82 2.53 0.805
O -4.06 -1.44 2.43 -0.568
C -6.39 -2.64 2.78 -0.268
H -3.17 -3.51 4.26 0.045
H -4.59 -2.65 4.91 0.062
H -4.73 -4.36 4.36 0.057
H -6.57 -1.95 3.60 0.061
H -6.82 -3.62 2.98 0.057
H -6.81 -2.24 1.85 0.051

(3)
85
Properties=species:S:1:pos:R:3:lowdin_charge:R:1 method="wB97M-V/def2-TZVPD" relative_energy_kj_mol=0.00 gap_ev="2.96 / 5.20" total_energy_ha=-3699.1750 multiplicity=2 max_force_ev_per_a=6.5 charge=-1
C -10.23 -3.27 -8.30 0.076
C -10.02 -2.87 -7.00 -0.154
C -8.64 -2.73 -6.43 -0.331
O -8.31 -2.30 -5.35 0.119
C -7.61 -3.27 -7.34 0.068
C -7.86 -3.63 -8.61 -0.203
C -9.20 -3.64 -9.20 -0.352
O -9.44 -3.85 -10.38 0.127
O -6.84 -3.92 -9.48 0.084
O -11.06 -2.35 -6.27 0.061
H -11.20 -3.28 -8.78 0.121
H -6.62 -3.35 -6.92 0.129
H -7.08 -3.95 -10.41 0.103
H -11.83 -2.89 -6.46 0.035
C -10.23 -5.89 -18.80 0.077
C -10.52 -5.42 -20.04 -0.240
C -10.72 -4.00 -20.37 -0.280
O -11.00 -3.64 -21.52 0.080
C -10.75 -3.20 -19.08 0.064
C -10.60 -3.65 -17.82 -0.240
C -10.22 -5.06 -17.60 -0.290
O -10.13 -5.64 -16.51 0.122
O -10.71 -2.91 -16.70 0.095
O -10.41 -6.21 -21.12 0.086
H -10.06 -6.95 -18.67 0.135
H -11.00 -2.15 -19.08 0.098
H -10.15 -3.34 -16.05 0.032
H -10.69 -5.74 -21.91 0.101
C -9.19 -7.40 -10.07 0.005
C -10.47 -7.53 -9.67 -0.280
C -11.61 -7.41 -10.58 -0.415
O -12.74 -7.60 -10.25 -0.002
C -11.16 -7.06 -12.01 0.049
C -9.85 -6.86 -12.32 -0.255
C -8.72 -7.02 -11.36 -0.391
O -7.50 -6.70 -11.57 -0.057
O -9.50 -6.58 -13.62 0.024
O -10.76 -7.75 -8.36 0.049
H -8.51 -7.31 -9.23 0.121
H -11.98 -6.80 -12.67 0.099
H -8.58 -6.32 -13.61 0.080
H -11.72 -7.78 -8.25 0.068
C -15.13 -2.47 -12.73 0.052
C -14.19 -2.93 -13.54 -0.194
C -12.94 -3.68 -13.05 -0.232
O -11.95 -3.95 -13.76 0.116
C -12.98 -3.93 -11.60 0.089
C -13.96 -3.50 -10.79 -0.200
C -15.10 -2.55 -11.23 -0.220
O -16.07 -2.09 -10.62 0.059
O -13.93 -3.80 -9.49 0.080
O -14.25 -2.71 -14.90 0.057
H -15.99 -2.02 -13.20 0.120
H -12.18 -4.38 -11.04 0.127
H -14.48 -3.19 -9.00 0.055
H -13.64 -3.33 -15.30 0.064
O -18.98 -2.88 -9.58 -0.046
H -18.25 -2.28 -9.77 -0.014
H -19.24 -3.21 -10.44 0.033
O -15.13 -1.71 -7.96 -0.028
H -14.79 -0.84 -7.75 0.065
H -16.08 -1.60 -7.91 0.037
O -14.06 -6.47 -7.78 -0.050
H -13.70 -6.22 -8.63 0.008
H -14.02 -7.42 -7.76 0.038
O -16.76 0.48 -8.85 -0.043
H -16.96 0.35 -9.78 -0.015
H -17.43 -0.03 -8.39 0.033
O -9.31 -3.40 -14.59 -0.028
H -9.94 -4.07 -14.34 0.008
H -8.47 -3.73 -14.26 0.068
O -13.22 -3.95 -6.65 -0.025
H -13.67 -4.78 -6.48 0.040
H -13.81 -3.46 -7.22 0.009
O -14.37 -5.02 -16.54 -0.032
H -14.66 -5.50 -17.31 0.043
H -15.17 -4.83 -16.05 0.035
O -17.70 0.71 -11.64 -0.035
H -17.17 1.04 -12.37 0.052
H -17.80 -0.22 -11.81 0.027
C -13.83 -0.94 -17.84 -1.032
Cl -13.71 -1.16 -19.59 0.521
Cl -13.06 0.59 -17.36 0.506
H -14.89 -0.98 -17.59 0.028
H -13.40 -1.82 -17.36 0.008

(4)
9
Properties=species:S:1:pos:R:3:lowdin_charge:R:1 method="wB97M-V/def2-TZVPD" relative_energy_kj_mol=284.62 gap_ev="7.29 / 7.28" total_energy_ha=-532.8205 max_force_ev_per_a=2.7
C 0.85 1.89 -0.54 -0.030
O 1.60 -0.57 0.47 -0.570
O 0.15 1.61 0.47 -0.280
P 0.37 -0.16 1.18 0.686
H 1.90 1.38 -0.74 0.132
H 0.31 2.59 -1.33 0.138
H -1.98 -2.32 0.48 -0.010
H 0.79 0.29 2.56 -0.071
H -1.55 -2.86 0.31 0.005

Repeat the second record exactly.
45
Properties=species:S:1:pos:R:3:lowdin_charge:R:1 method="wB97M-V/def2-TZVPD" gap_ev=7.75 total_energy_ha=-6711.8512 max_force_ev_per_a=0.8 charge=+1
C -0.66 -1.35 2.67 -0.080
C -0.69 -0.27 1.56 -0.186
B 0.67 0.47 1.40 -0.465
O 1.34 0.92 2.50 0.169
C 1.46 0.61 -0.04 -0.361
O 2.90 0.79 0.15 -0.071
N 3.19 2.05 0.78 -0.007
O 4.33 2.16 0.93 0.132
C 1.39 -0.69 -0.88 -0.052
C 1.16 -0.27 -2.33 -0.129
N 1.64 1.17 -2.32 -0.131
C 1.55 1.94 -3.62 -0.666
Br 1.13 3.81 -3.35 0.837
C 2.86 1.89 -4.40 -0.761
C 4.04 2.58 -3.70 -0.144
Br 3.33 0.06 -4.87 0.811
C 1.03 1.70 -1.02 -0.616
I -1.08 1.93 -1.17 1.128
H -0.06 -1.03 3.52 0.076
H -1.69 -1.51 3.00 0.041
H -0.26 -2.29 2.29 0.080
H -1.42 0.50 1.85 0.110
H -1.06 -0.70 0.63 0.073
H 1.59 1.85 2.59 0.117
H 2.36 -1.18 -0.80 0.143
H 0.64 -1.39 -0.54 0.129
H 0.11 -0.24 -2.64 0.099
H 1.74 -0.83 -3.05 0.060
H 2.65 1.11 -2.10 0.146
H 0.72 1.51 -4.18 0.106
H 2.64 2.37 -5.35 0.089
H 4.00 2.51 -2.61 0.076
H 4.98 2.14 -4.03 0.074
H 4.05 3.64 -3.95 0.077
H 1.43 2.68 -0.82 0.062
C -4.25 -3.39 4.19 -0.266
S -4.62 -2.82 2.53 0.805
O -4.06 -1.44 2.43 -0.568
C -6.39 -2.64 2.78 -0.268
H -3.17 -3.51 4.26 0.045
H -4.59 -2.65 4.91 0.062
H -4.73 -4.36 4.36 0.057
H -6.57 -1.95 3.60 0.061
H -6.82 -3.62 2.98 0.057
H -6.81 -2.24 1.85 0.051